{
  "formula": "C3H37N3O15",
  "method": "ωB97M-V/def2-TZVPD",
  "lumo_energy_ha": 0.000,
  "de_lowest_kj_mol": 249.0,
  "charge": 0,
  "e_homo_ha": -0.351,
  "total_energy_ev": -38895.636,
  "max_force_ev_per_a": 3.648,
  "elements": ["O", "C", "N", "C", "N", "C", "N", "H", "H", "H", "H", "H", "H", "H", "H", "H", "H", "H", "O", "H", "H", "O", "H", "H", "O", "H", "H", "O", "H", "H", "O", "H", "H", "O", "H", "H", "O", "H", "H", "O", "H", "H", "O", "H", "H", "O", "H", "H", "O", "H", "H", "O", "H", "H", "O", "H", "H", "O"],
  "xyz": [[2.3276, 1.2926, -0.5840], [1.1652, 1.6404, -0.3946], [0.9390, 2.6822, 0.4514], [-0.0232, 0.8418, -0.8107], [-0.9474, 0.3978, 0.2199], [-2.2735, 0.0803, -0.4338], [-2.2534, -0.7803, -1.5929], [1.6788, 3.2679, 0.7927], [-0.0428, 2.9492, 0.5720], [-0.5482, 1.3095, -1.6745], [0.3304, -0.0262, -1.3674], [-1.1514, 1.1268, 0.9289], [-3.0804, -0.1075, 0.2865], [-2.5696, 1.0875, -0.8553], [-2.3154, -1.7432, -1.2410], [-1.2951, -0.9022, -1.9355], [2.7849, -1.5053, 1.6396], [1.9933, -1.9388, 2.9749], [2.4234, -2.2679, 2.1677], [0.9629, -2.1763, 1.5315], [-0.0978, -1.3524, 0.7146], [0.1305, -2.2709, 0.9531], [-2.8606, 3.5762, -2.6890], [-2.4601, 2.1944, -2.7361], [-2.2596, 2.9797, -2.2010], [-3.0761, -0.1188, -3.5099], [-2.1784, 0.5239, -4.6178], [-3.0697, 0.4912, -4.2593], [1.1869, 1.8406, 5.0371], [-0.3018, 1.6213, 4.6694], [0.3541, 1.4886, 5.3681], [-2.8676, -0.8807, 1.7821], [-1.9466, -2.0551, 2.1308], [-2.7096, -1.5480, 2.4454], [1.7786, 2.0343, -3.5254], [2.7135, 1.2569, -4.4932], [1.7939, 1.3957, -4.2503], [-1.0177, -0.2426, 2.9000], [-2.0147, 0.4238, 3.7292], [-1.4975, 0.5894, 2.9294], [-0.1495, -0.9753, 4.2569], [0.7178, -0.1831, 5.1749], [0.7780, -0.8953, 4.4881], [-2.1515, 4.4079, 0.7254], [-1.8712, 3.3338, -0.3034], [-1.7061, 3.5588, 0.6284], [3.7481, -1.8125, -0.0449], [3.1012, -0.4047, -0.1886], [3.7535, -0.9153, 0.3176], [-0.1649, -4.2279, -1.3870], [0.0434, -3.0552, -0.3725], [0.0888, -3.3002, -1.3569], [1.9633, -3.0001, -1.2644], [3.0509, -4.0540, -0.6233], [2.8794, -3.3184, -1.2070], [1.0216, -0.2604, -3.7515], [0.8999, -1.5978, -3.0394], [0.3613, -0.8691, -3.3753]],
  "forces_ev_per_angstrom": [[-0.2, -0.3, -1.1], [1.4, 0.5, 2.6], [-1.7, -0.5, -0.9], [-0.6, -0.6, -1.9], [-0.9, -0.3, 0.5], [0.2, 3.5, -0.8], [0.7, -2.2, 1.0], [0.2, -0.2, -0.1], [0.8, 0.5, 0.3], [0.1, 0.6, 0.6], [0.5, -0.1, 0.5], [0.3, -0.6, -0.6], [0.5, -0.5, -0.3], [-0.1, -0.8, 0.5], [-0.7, 0.1, -0.2], [-0.1, 0.8, -0.5], [0.3, -0.4, 0.5], [0.6, 0.2, 0.1], [-0.5, 0.4, 0.2], [-0.4, -0.7, -0.9], [-0.3, 0.2, 0.0], [0.1, 0.7, 1.1], [0.5, 0.3, 0.6], [0.3, -0.6, 0.2], [-0.9, 0.4, -1.0], [0.4, -0.2, 0.2], [0.1, -0.4, 0.1], [-0.3, 0.7, 0.0], [-0.1, 0.1, -0.1], [0.3, 0.0, -0.2], [-0.2, 0.5, 0.5], [0.1, 0.1, -0.1], [-0.1, -0.1, -0.2], [-0.2, -1.2, 0.4], [0.2, -0.2, -0.1], [0.1, 0.2, 0.1], [-0.2, 0.0, -0.1], [0.2, 0.1, -0.7], [-0.5, 0.3, -0.2], [0.4, 0.8, 1.2], [0.0, -0.5, 0.1], [0.3, -0.4, -0.7], [0.0, -0.1, 0.4], [0.1, 0.0, 0.2], [-0.1, -0.1, -0.1], [-0.5, 0.1, -0.3], [-0.1, 0.0, -0.4], [0.3, 0.2, -0.2], [-0.1, 0.0, 0.3], [0.1, 0.0, -0.2], [0.2, 0.0, -0.9], [-0.3, 0.1, 0.6], [-0.1, -1.1, 0.5], [-0.8, -0.1, 0.3], [1.1, 1.1, -0.7], [-0.3, 0.2, 0.0], [-0.3, -0.2, 0.0], [0.5, -0.2, -0.1]]
}